Computed, not measured: a molecular structure, C28H25N7O4PdS, with ωB97M-V/def2-TZVPD.

```
66
Properties=species:S:1:pos:R:3:lowdin_charge:R:1
H 2.661 -0.821 -5.175 0.08
H 7.125 0.371 -0.721 0.07
H -0.466 2.505 4.053 0.12
C -0.280 -0.597 4.780 -0.07
C -2.009 0.112 0.208 -0.14
C -3.540 4.643 3.106 -0.04
H -0.213 4.433 2.554 0.12
H -3.864 6.988 1.422 0.08
O 1.516 -1.197 1.732 -0.05
H -4.645 3.309 4.379 0.10
C 6.688 -0.525 -1.166 -0.06
H 5.951 -0.690 -3.832 0.08
C -1.627 0.229 2.934 -0.12
C -0.638 -4.051 -2.640 -0.18
H -3.645 0.998 3.022 0.10
C -2.150 -6.367 -3.101 -0.14
C -2.847 0.657 2.376 -0.03
O 0.704 -0.947 -2.881 -0.22
N 0.150 -2.921 -2.376 -0.28
C 0.684 -1.085 3.944 -0.04
C 3.532 -0.165 -5.107 -0.03
H -2.732 -7.261 -3.282 0.08
C 0.616 -0.882 2.515 -0.37
H -0.187 -0.718 5.856 0.10
N -0.054 -1.870 -3.144 -0.07
O 0.933 -2.927 -1.347 -0.20
H -2.117 0.050 -0.871 0.10
Pd 1.307 -0.781 -0.624 0.41
H -1.447 -3.350 -4.493 0.09
C -3.115 6.380 0.898 -0.12
C -3.036 0.605 1.018 -0.06
C 5.165 -0.332 -3.186 -0.03
C -1.379 0.170 4.346 -0.31
N -0.873 -0.331 0.703 0.09
N -2.830 1.763 5.297 0.00
C -1.333 3.099 3.800 -0.02
C -0.615 -5.105 -1.730 -0.02
S 2.034 1.426 -0.525 0.53
C 5.334 -0.193 -1.756 -0.38
C -2.592 2.760 4.306 -0.33
H -3.969 0.934 0.575 0.09
C -0.669 -0.288 2.029 -0.13
H 6.570 -1.262 -0.371 0.07
H -2.685 6.971 0.090 0.08
H -2.774 -5.377 -4.901 0.09
H 3.251 0.804 -5.525 0.08
H -1.337 -7.048 -1.241 0.09
C 3.930 -0.014 -3.668 -0.33
C -3.676 3.560 3.965 -0.06
C -1.183 4.183 2.961 0.01
C 3.129 0.522 -1.418 -0.86
H -3.605 5.495 0.481 0.10
C -1.367 -6.242 -1.967 -0.11
H 2.024 0.400 -3.143 0.08
O -2.053 6.016 1.744 -0.11
C -1.429 -4.165 -3.787 -0.04
H 0.000 -4.993 -0.851 0.10
C -2.286 4.950 2.595 -0.29
C -2.170 -5.310 -4.003 -0.13
H 7.376 -0.916 -1.916 0.05
H 4.347 -0.587 -5.692 0.07
N 4.419 0.198 -0.937 0.07
N -2.139 0.693 5.366 0.02
H -4.408 5.236 2.847 0.10
N 2.986 0.474 -2.846 0.04
H 1.551 -1.615 4.319 0.09
```

Highest occupied orbital energy, hartree: 0.0044
Charge: -2
E, a.u.: -2292.16205
E_LUMO, Eh: 0.1553